C15H23AsNiO11PS | the ωB97M-V functional and the def2-TZVPD basis

```
53
C15H23AsNiO11PS the ωB97M-V functional and the def2-TZVPD basis
Ni 2.12176 -1.00258 1.17249
O 2.41807 -2.15063 -1.75455
As 3.81749 -1.14017 -1.33416
O 5.12597 -1.75850 -2.07070
O 3.81010 -1.09956 0.36081
C 3.21600 0.52469 -2.13145
C 3.22586 0.47492 -3.52179
C 2.78082 1.55035 -4.27323
C 2.31812 2.69065 -3.63316
C 2.31782 2.75606 -2.24797
C 2.77102 1.68048 -1.49375
S 2.80405 1.89520 0.28386
O 2.20457 3.18072 0.53703
O 4.16280 1.71364 0.70468
O 1.86840 0.82152 0.77775
H 2.73430 -2.98140 -2.12695
H 3.59481 -0.41754 -4.01301
H 2.79717 1.49504 -5.35430
H 1.96163 3.53510 -4.20936
H 1.97290 3.63829 -1.72835
C -2.20849 -1.30816 -1.29370
C -2.37393 -2.19655 -0.06648
C -3.63275 -1.83409 0.70898
C -2.39995 -3.66501 -0.46818
O -1.18292 -2.06849 0.73806
P -0.94607 -1.05420 1.95436
O -1.78046 -1.32393 3.14117
O 0.56264 -1.16419 2.16975
O -1.31776 0.33512 1.24980
C -1.57993 1.56179 1.98282
C -2.99367 1.47877 2.54768
C -0.56022 1.78027 3.09250
C -1.47390 2.65778 0.93584
H -3.05838 -1.44129 -1.96761
H -1.29301 -1.57248 -1.82440
H -2.14433 -0.26230 -0.99856
H -4.50184 -2.04242 0.08068
H -3.64104 -0.77732 0.97749
H -3.70245 -2.41249 1.62877
H -3.23819 -3.85922 -1.14023
H -2.50207 -4.29529 0.41601
H -1.47170 -3.92789 -0.97669
H -3.07633 0.63118 3.22781
H -3.71496 1.35346 1.73625
H -3.23554 2.39874 3.08347
H -0.63297 1.00006 3.85074
H -0.75860 2.74301 3.56839
H 0.44864 1.79240 2.68258
H -2.16893 2.45818 0.11760
H -0.46085 2.70918 0.53942
H -1.72436 3.62447 1.37802
O 2.45134 -3.91373 1.55698
C 2.28929 -2.81163 1.42685
```

Values from the calculation:
ΔE to the lowest compared entry with this formula, charge and spin: 0.1695 eV
E_tot: -5896.934697 Eh
Lowest unoccupied orbital energy (alpha / beta): 2.490 / 2.609 eV
Orbital gap (alpha / beta): 9.6 / 9.7 eV
F_max: 0.48 eV/A
Charge: -1
Molar mass: 576.0 g mol⁻¹
E_HOMO (alpha / beta): -7.0706 / -7.0772 eV

Here are the Löwdin charges for atoms 1 to 4, given in e: Ni 0.4864; O -0.2607; As 0.9069; O -0.4622